{
  "formula": "C41H58BCrFN8O4Te",
  "method": "ωB97M-V with the def2-TZVPD basis set",
  "species": ["Cr", "C", "C", "C", "C", "C", "C", "C", "C", "C", "N", "N", "B", "N", "N", "C", "C", "C", "C", "C", "C", "C", "C", "C", "N", "N", "C", "C", "C", "C", "C", "C", "C", "C", "C", "H", "H", "H", "H", "H", "H", "H", "H", "H", "H", "H", "H", "H", "H", "H", "H", "H", "H", "H", "H", "H", "H", "H", "H", "H", "H", "H", "H", "H", "H", "H", "H", "H", "H", "H", "H", "H", "H", "H", "H", "H", "H", "H", "H", "H", "H", "C", "Te", "C", "C", "C", "C", "C", "C", "C", "H", "H", "H", "H", "H", "H", "H", "H", "F", "C", "C", "N", "C", "C", "O", "O", "C", "O", "N", "C", "O", "H", "H", "H", "H"],
  "positions_angstrom": [[-0.880, -0.844, -0.168], [-0.790, -3.766, 2.805], [-2.000, -2.835, 2.670], [-3.092, -3.210, 3.670], [-1.573, -1.408, 2.845], [-1.514, -0.671, 4.024], [-1.002, 0.569, 3.683], [-0.780, 1.708, 4.640], [-1.693, 2.902, 4.354], [0.689, 2.113, 4.777], [-0.763, 0.567, 2.357], [-1.121, -0.651, 1.842], [-0.185, 1.671, 1.418], [-1.246, 1.982, 0.341], [-1.864, 0.938, -0.270], [-2.931, 1.417, -0.927], [-2.960, 2.804, -0.775], [-1.885, 3.126, 0.039], [-1.395, 4.472, 0.482], [-2.446, 5.552, 0.243], [-0.087, 4.808, -0.241], [-3.961, 0.535, -1.572], [-5.006, 0.144, -0.521], [-4.607, 1.217, -2.774], [1.093, 1.090, 0.755], [1.004, -0.170, 0.230], [2.248, -0.671, 0.162], [3.146, 0.303, 0.589], [2.386, 1.394, 0.973], [2.879, 2.700, 1.526], [3.579, 3.503, 0.426], [3.828, 2.462, 2.702], [2.571, -2.098, -0.194], [3.989, -2.457, 0.248], [2.388, -2.383, -1.680], [-1.086, -4.804, 2.637], [-0.373, -3.699, 3.812], [-0.006, -3.507, 2.093], [-2.420, -2.933, 1.668], [-2.718, -3.160, 4.694], [-3.428, -4.232, 3.494], [-3.953, -2.548, 3.588], [-1.809, -0.987, 5.010], [-1.085, 1.297, 5.606], [-1.438, 3.381, 3.410], [-1.592, 3.644, 5.146], [-2.738, 2.593, 4.307], [1.056, 2.611, 3.882], [1.317, 1.242, 4.969], [0.803, 2.803, 5.613], [0.067, 2.656, 2.021], [-3.685, 3.483, -1.185], [-1.189, 4.423, 1.554], [-2.656, 5.662, -0.823], [-2.080, 6.511, 0.608], [-3.380, 5.326, 0.757], [-0.259, 4.886, -1.317], [0.669, 4.040, -0.070], [0.308, 5.762, 0.110], [-3.477, -0.382, -1.909], [-5.524, 1.029, -0.148], [-4.539, -0.364, 0.324], [-5.745, -0.526, -0.959], [-5.146, 2.118, -2.474], [-5.325, 0.546, -3.244], [-3.863, 1.496, -3.522], [4.216, 0.212, 0.652], [2.020, 3.274, 1.878], [4.455, 2.965, 0.060], [3.907, 4.468, 0.815], [2.918, 3.679, -0.421], [4.718, 1.923, 2.375], [3.353, 1.882, 3.492], [4.152, 3.415, 3.121], [1.870, -2.728, 0.359], [4.731, -1.893, -0.321], [4.172, -3.516, 0.068], [4.144, -2.260, 1.309], [2.992, -1.699, -2.280], [1.341, -2.271, -1.956], [2.698, -3.405, -1.909], [0.858, -0.812, -4.200], [-0.751, -0.192, -2.954], [0.342, 1.623, -2.716], [1.711, 1.370, -3.300], [2.723, 2.315, -3.158], [3.985, 2.078, -3.674], [4.245, 0.890, -4.348], [3.237, -0.044, -4.512], [1.966, 0.190, -3.993], [0.489, -0.811, -5.226], [1.154, -1.826, -3.952], [0.399, 1.867, -1.656], [-0.183, 2.432, -3.223], [2.515, 3.244, -2.642], [4.766, 2.817, -3.554], [5.230, 0.697, -4.752], [3.434, -0.965, -5.047], [1.232, -7.844, -1.383], [0.673, -6.748, -1.885], [-0.390, -6.188, -1.309], [-0.988, -5.057, -1.838], [-2.071, -4.377, -1.162], [-1.636, -3.017, -0.675], [-2.462, -2.066, -0.597], [-0.434, -2.802, -0.335], [-0.462, -4.408, -2.932], [-0.913, -3.343, -3.323], [0.590, -5.045, -3.536], [1.274, -6.187, -3.096], [2.238, -6.608, -3.676], [-0.834, -6.604, -0.416], [-2.390, -4.976, -0.309], [-2.920, -4.235, -1.830], [0.961, -4.601, -4.366]],
  "charge": 1,
  "gap_ev": [8.341, 8.819],
  "max_force_ev_per_a": 0.143,
  "e_lumo_ev": [-2.893, -2.418],
  "relative_energy_ev": 0.000,
  "s2": 3.789,
  "spin_multiplicity": 4
}

{
  "formula": "C41H58BN10O3PSW",
  "method": "ωB97M-V with the def2-TZVPD basis set",
  "species": ["W", "C", "C", "C", "C", "C", "C", "N", "N", "B", "N", "C", "C", "C", "N", "C", "C", "C", "N", "C", "C", "C", "N", "C", "C", "C", "H", "H", "H", "H", "H", "H", "H", "H", "H", "H", "H", "H", "H", "H", "H", "H", "H", "H", "H", "H", "H", "H", "H", "H", "H", "H", "H", "H", "O", "C", "C", "C", "C", "C", "C", "C", "N", "C", "C", "N", "H", "H", "H", "H", "H", "H", "H", "C", "C", "C", "N", "C", "S", "N", "C", "O", "C", "C", "C", "C", "C", "C", "H", "H", "H", "H", "H", "H", "H", "H", "H", "H", "H", "H", "H", "H", "C", "P", "C", "C", "O", "H", "H", "H", "H", "H", "H", "H", "H", "H"],
  "positions_angstrom": [[-0.199, 0.000, 0.027], [-2.766, -0.744, 3.883], [-1.655, -1.397, 3.052], [-1.427, -2.840, 3.507], [-0.410, -0.578, 3.161], [0.284, -0.265, 4.332], [1.281, 0.601, 3.943], [1.192, 0.780, 2.619], [0.166, 0.054, 2.122], [2.059, 1.644, 1.715], [1.172, 2.564, 0.845], [1.239, 3.893, 0.734], [0.577, 4.273, -0.416], [0.124, 3.085, -0.988], [0.472, 2.054, -0.198], [-0.546, 2.865, -2.311], [-2.026, 2.505, -2.133], [-0.385, 4.078, -3.227], [2.739, 0.711, 0.699], [4.041, 0.588, 0.418], [4.172, -0.196, -0.708], [2.868, -0.525, -1.082], [2.003, 0.032, -0.216], [2.439, -1.263, -2.308], [2.656, -0.326, -3.502], [3.237, -2.550, -2.516], [-3.704, -1.271, 3.728], [-2.894, 0.299, 3.603], [-2.524, -0.788, 4.941], [-1.961, -1.400, 2.002], [-1.178, -2.873, 4.563], [-0.614, -3.302, 2.952], [-2.332, -3.421, 3.351], [0.076, -0.624, 5.318], [2.029, 1.098, 4.527], [2.848, 2.252, 2.339], [1.743, 4.499, 1.459], [0.462, 5.266, -0.794], [-0.049, 1.999, -2.772], [-2.577, 3.344, -1.717], [-2.119, 1.633, -1.472], [-2.464, 2.264, -3.098], [-0.912, 4.942, -2.831], [-0.798, 3.859, -4.208], [0.663, 4.339, -3.348], [4.795, 1.058, 1.017], [5.080, -0.482, -1.192], [1.370, -1.494, -2.207], [3.703, -0.039, -3.550], [2.057, 0.576, -3.400], [2.398, -0.826, -4.431], [4.290, -2.314, -2.644], [2.898, -3.058, -3.417], [3.132, -3.229, -1.672], [-2.034, -0.826, -0.010], [-2.549, -1.982, -0.386], [-3.926, -2.107, -0.658], [-4.488, -3.301, -1.047], [-3.700, -4.440, -1.183], [-2.360, -4.368, -0.887], [-1.761, -3.168, -0.462], [-0.397, -3.158, -0.011], [0.344, -2.073, 0.267], [1.509, -2.544, 0.831], [1.488, -3.902, 0.857], [0.294, -4.276, 0.318], [-4.566, -1.245, -0.551], [-5.546, -3.343, -1.252], [-4.141, -5.369, -1.505], [-1.752, -5.252, -1.004], [2.279, -1.901, 1.212], [2.213, -4.610, 1.197], [-0.041, -5.222, 0.246], [-4.842, 6.042, -0.480], [-4.174, 5.923, 0.886], [-3.232, 4.726, 0.961], [-4.008, 3.509, 0.844], [-3.551, 2.280, 1.000], [-1.915, 1.998, 1.311], [-4.386, 1.209, 0.889], [-5.756, 1.115, 0.576], [-6.144, 0.097, 0.058], [-6.627, 2.262, 0.902], [-7.591, 2.641, -0.031], [-8.393, 3.740, 0.216], [-8.275, 4.430, 1.413], [-7.375, 4.004, 2.380], [-6.546, 2.926, 2.129], [-5.510, 6.898, -0.497], [-5.428, 5.158, -0.724], [-4.092, 6.181, -1.256], [-4.932, 5.834, 1.667], [-3.599, 6.828, 1.083], [-2.678, 4.716, 1.904], [-2.500, 4.767, 0.146], [-5.010, 3.647, 0.745], [-3.895, 0.315, 0.846], [-7.682, 2.076, -0.945], [-9.114, 4.050, -0.523], [-8.899, 5.288, 1.604], [-7.318, 4.511, 3.330], [-5.847, 2.591, 2.882], [-0.767, -0.081, -5.007], [-1.312, -0.862, -3.453], [-0.973, -2.636, -3.691], [-3.133, -0.656, -3.377], [-0.590, -0.290, -2.249], [-1.370, -0.477, -5.821], [0.274, -0.324, -5.201], [-0.873, 1.000, -4.973], [-1.406, -2.952, -4.636], [-1.411, -3.219, -2.886], [0.100, -2.804, -3.719], [-3.470, -0.042, -4.208], [-3.423, -0.184, -2.442], [-3.620, -1.626, -3.443]],
  "charge": 2,
  "gap_ev": [7.166, 7.715],
  "max_force_ev_per_a": 1.669,
  "e_lumo_ev": [-5.648, -5.547],
  "relative_energy_ev": 0.280,
  "s2": 2.013,
  "spin_multiplicity": 3
}